{
  "formula": "C31H39MgN3O",
  "method": "the ωB97M-V functional and the def2-TZVPD basis",
  "species": ["Mg", "N", "N", "C", "C", "C", "C", "H", "H", "H", "C", "C", "H", "H", "H", "C", "C", "H", "H", "H", "C", "H", "H", "H", "C", "H", "H", "H", "C", "H", "C", "H", "C", "H", "C", "H", "C", "C", "H", "C", "C", "H", "C", "H", "N", "C", "C", "C", "H", "C", "C", "H", "H", "H", "C", "H", "C", "C", "H", "H", "H", "C", "H", "H", "H", "C", "C", "C", "O", "H", "H", "H", "H", "H", "H"],
  "xyz": [[-0.67974, -0.16277, -0.60214], [0.47870, -3.65070, 3.95166], [-0.79575, -2.75531, -2.07220], [0.49510, 1.75033, -0.46233], [1.59557, 0.89496, -0.16504], [1.71282, 0.81336, 1.27386], [2.79032, 0.33821, 1.98141], [3.62165, -0.12577, 1.45745], [2.17848, -1.91389, 3.11359], [2.78786, 0.41605, 3.06449], [0.52252, 1.44260, 1.82569], [0.25027, 1.51409, 3.27344], [0.74871, 2.38001, 3.74094], [0.63336, 0.61141, 3.77187], [-0.82602, 1.60428, 3.48102], [-0.17041, 2.06917, 0.79125], [-1.27184, 3.04862, 0.95670], [-2.09894, 2.63084, 1.54960], [-1.67689, 3.36373, -0.01105], [-0.91855, 3.95464, 1.47718], [2.68433, 0.49897, -1.07713], [3.52381, 1.21793, -1.06001], [2.34136, 0.41835, -2.11893], [3.09042, -0.47647, -0.77213], [0.32598, 2.49936, -1.73535], [-0.72448, 2.75606, -1.91907], [0.68252, 1.91415, -2.59279], [0.90214, 3.44152, -1.71600], [-0.48150, -4.47718, 4.32211], [-0.42439, -4.93086, 5.31975], [-1.55860, -4.81858, 3.47624], [-2.33011, -5.47691, 3.86394], [-1.56548, -4.35533, 2.15255], [-2.38913, -4.59878, 1.47592], [-0.49984, -3.59593, 1.71167], [-0.39058, -3.27905, 0.67476], [0.49356, -3.17314, 2.66755], [1.46321, -2.21954, 2.35782], [1.64824, -2.01201, 1.30680], [-0.79515, -1.45334, -2.29313], [-0.31312, -3.42289, -3.17949], [-0.22613, -4.49312, -3.20502], [-0.00631, -2.49687, -4.14197], [0.39894, -2.61699, -5.13071], [-0.39308, -1.25571, -3.61991], [-0.51212, -0.02515, -4.29503], [0.48658, 0.38944, -5.20062], [0.25394, 1.54634, -5.95222], [0.99902, 1.85005, -6.69281], [-0.88117, 2.33018, -5.74777], [-1.12391, 3.52973, -6.61509], [-1.67658, 4.29914, -6.06360], [-1.71324, 3.26039, -7.50548], [-0.17061, 3.95181, -6.95909], [-1.78859, 1.97091, -4.74915], [-2.64524, 2.61677, -4.54764], [-1.62116, 0.80034, -4.00064], [-2.59019, 0.51831, -2.89459], [-2.91524, -0.52776, -2.84225], [-3.48345, 1.13595, -3.06250], [-2.20822, 0.84455, -1.89568], [1.81394, -0.28896, -5.29641], [1.76535, -1.27723, -5.76644], [2.31694, -0.38438, -4.32250], [2.45599, 0.33452, -5.93092], [-2.13806, -0.91953, 3.08754], [-2.71505, -0.75118, 1.73438], [-4.19296, -0.77185, 1.61068], [-2.00144, -0.59197, 0.71022], [-2.50725, -1.86102, 3.52543], [-2.49372, -0.10024, 3.73733], [-1.04229, -0.93965, 3.06294], [-4.56584, 0.25194, 1.44549], [-4.50749, -1.40735, 0.77124], [-4.62506, -1.15081, 2.54392]],
  "atomic_forces_ev_per_a": [[-0.3, -0.7, 1.6], [-0.1, -0.8, 1.2], [0.3, -0.6, 0.6], [-0.3, -0.2, 0.6], [-0.3, 0.5, 0.8], [-1.0, 0.2, -0.6], [0.3, 0.3, 0.0], [-0.1, 0.0, 0.3], [0.0, -0.1, -0.2], [0.2, -0.2, -0.2], [0.6, 0.4, -1.0], [-0.2, 0.1, 0.6], [0.0, -0.1, 0.0], [-0.2, 0.2, -0.1], [0.3, -0.1, 0.0], [1.1, -0.5, -0.1], [-0.5, 0.1, 0.2], [0.1, 0.1, -0.1], [0.0, 0.0, 0.1], [-0.1, -0.1, -0.1], [0.5, -0.3, -0.5], [-0.1, -0.1, 0.0], [0.1, 0.0, 0.2], [0.0, 0.2, -0.2], [0.0, 0.3, -0.4], [0.2, 0.1, -0.1], [-0.1, 0.2, 0.0], [-0.1, -0.1, -0.1], [-0.7, 0.2, -1.4], [0.0, 0.3, -0.1], [0.0, -0.5, 1.3], [-0.1, 0.0, -0.1], [0.9, 0.5, -0.6], [0.2, 0.0, 0.1], [-0.6, -0.6, 0.2], [-0.3, 0.0, 0.2], [1.1, 1.2, -0.4], [-0.5, -1.1, -0.3], [-0.1, 0.3, 0.2], [0.3, -0.4, -0.3], [-0.1, 1.5, -0.2], [0.1, -0.1, 0.0], [-0.6, -0.2, 0.0], [-0.2, 0.0, -0.1], [0.7, -0.4, 0.2], [0.2, 0.1, 0.1], [-0.8, 0.4, 0.2], [-0.1, -0.2, 0.4], [-0.2, 0.0, 0.2], [0.0, -0.3, 0.0], [0.0, 0.2, -0.1], [0.1, -0.1, -0.2], [0.1, 0.1, 0.2], [-0.2, 0.0, 0.0], [0.5, -0.3, -0.1], [0.2, -0.2, 0.0], [0.4, 0.2, -0.4], [-0.8, 0.4, 0.2], [0.3, 0.3, 0.2], [0.1, 0.0, 0.0], [-0.4, -0.3, -0.8], [0.6, -0.1, -0.4], [0.1, 0.2, 0.2], [-0.3, -0.1, -0.2], [0.0, -0.1, 0.1], [0.0, -0.1, 0.2], [-1.3, -0.8, 2.1], [0.3, -0.2, 0.1], [1.9, 0.8, -3.3], [0.2, 0.1, 0.2], [0.2, 0.0, 0.3], [-0.2, 0.0, 0.0], [-0.4, 0.2, -0.2], [-0.1, 0.1, 0.0], [-0.2, 0.0, -0.2]],
  "mulliken_charge": [0.66, -0.78, -0.42, 0.30, 0.84, 0.68, -1.85, 0.24, 0.24, 0.46, 0.96, -1.94, 0.34, 0.39, 0.34, 0.86, -2.03, 0.29, 0.33, 0.36, -1.21, 0.26, -0.22, 0.46, -0.99, 0.22, 0.06, 0.33, -0.14, 0.34, -0.64, 0.26, 0.00, 0.34, -0.32, 0.27, 0.43, -0.91, 0.10, -0.72, -1.39, 0.45, 0.11, 0.34, 0.63, 0.49, 1.03, -1.03, 0.28, 0.78, -1.54, 0.37, 0.28, 0.36, -1.17, 0.30, 1.69, -2.11, 0.33, 0.49, 0.49, -1.75, 0.33, 0.22, 0.39, -0.67, 1.05, -1.66, -0.49, 0.41, 0.30, -0.30, 0.21, 0.23, 0.38],
  "e_tot_ev": -44739.4056,
  "e_above_lowest_kj_mol": 0.0,
  "total_charge": -2,
  "orbital_gap_ev": [3.05, 2.35]
}